A 2-piece molecular cluster, C4H7NO3 overall at a distorted geometry. Source: OMol25; level of theory: ωB97M-V/def2-TZVPD.

Each line ends with the natural charge from an NBO analysis.
Cartesian coordinates (Å):
C  1.021  0.188  0.719  0.0240
C  -0.073  1.056  0.369  0.5033
C  1.267  -1.121  0.019  -0.6461
C  -1.435  1.244  -0.078  -0.7452
N  -0.462  2.296  2.529  0.3820
O  0.354  2.350  3.407  -0.4091
O  -1.605  2.693  2.475  -0.4383
O  1.137  1.398  -0.076  -0.4094
H  1.457  0.288  1.710  0.2255
H  2.330  -1.352  0.015  0.2330
H  0.911  -1.078  -1.007  0.2227
H  0.740  -1.914  0.546  0.2334
H  -1.975  1.854  0.675  0.3234
H  -1.959  0.292  -0.154  0.2507
H  -1.465  1.785  -1.021  0.2502

Properties
Kohn-Sham gap (alpha / beta): 7.750 / 7.389 eV
spin multiplicity: 1
lowest unoccupied orbital energy (alpha / beta): -0.277 / -0.440 eV



A 2-piece molecular cluster, C6H17N4OP overall at a distorted geometry. Source: OMol25; level of theory: ωB97M-V/def2-TZVPD.

Each line ends with the natural charge from an NBO analysis.
Cartesian coordinates (Å):
C  -0.158  1.500  -1.198  -0.4224
N  0.407  1.174  0.068  -0.7751
C  1.054  2.328  0.652  -0.4327
P  0.762  -0.215  1.048  1.3039
N  -0.315  -1.091  0.058  -0.2172
O  -0.587  -2.257  0.168  -0.2487
N  2.257  -0.902  0.528  -0.7786
C  3.258  -1.462  1.416  -0.4192
C  2.302  -1.649  -0.699  -0.4407
H  0.459  2.145  -1.884  0.1963
H  -0.608  0.529  -1.618  0.2300
H  -1.060  2.125  -1.124  0.1821
H  0.957  2.183  1.780  0.2077
H  2.161  2.552  0.419  0.1934
H  0.428  3.315  0.412  0.1961
H  2.973  -1.407  2.517  0.2204
H  3.575  -2.512  0.953  0.2007
H  4.322  -0.964  1.382  0.1874
H  1.480  -1.204  -1.449  0.2117
H  3.374  -1.691  -1.183  0.2118
H  1.838  -2.693  -0.572  0.1962
C  -3.653  -1.285  -0.534  -0.0289
N  -3.929  -0.440  0.327  -0.4055
C  -3.613  0.977  0.154  -0.4657
H  -3.821  -2.348  -0.362  0.1697
H  -3.457  -1.011  -1.565  0.1297
H  -3.992  1.542  -0.783  0.1873
H  -3.947  1.507  1.030  0.2051
H  -2.469  1.254  0.061  0.2055

Properties
SMILES: CN(C)P(N=O)N(C)C.C=NC
Kohn-Sham gap (alpha / beta): 7.732 / 7.965 eV
spin multiplicity: 1
lowest unoccupied orbital energy (alpha / beta): -0.528 / -0.363 eV



An isolated ion of composition C5H11N2O and charge +1 at a distorted geometry. Source: OMol25; level of theory: ωB97M-V/def2-TZVPD.

Each line ends with the natural charge from an NBO analysis.
Cartesian coordinates (Å):
N  0.615  2.203  -0.513  -0.7339
C  0.087  0.849  -0.378  0.0601
C  1.246  -0.112  -0.224  -0.4916
C  0.831  -1.519  0.117  -0.1790
C  0.676  -2.504  -0.767  -0.2889
C  -0.921  0.829  0.884  0.1740
N  -1.830  -0.296  0.741  -0.6800
O  -1.481  1.976  0.973  -0.2628
H  -0.055  2.824  -0.067  0.4060
H  0.856  2.534  -1.439  0.4217
H  -0.229  0.582  1.731  0.3384
H  -0.545  0.576  -1.228  0.2718
H  1.903  0.271  0.561  0.2422
H  1.836  -0.118  -1.148  0.2761
H  0.669  -1.717  1.175  0.2106
H  0.785  -2.341  -1.832  0.2079
H  0.409  -3.495  -0.426  0.2263
H  -2.630  0.036  0.199  0.3932
H  -2.220  -0.580  1.642  0.4078

Properties
Kohn-Sham gap: 4.655 eV
total charge: +1
spin multiplicity: 1
lowest unoccupied orbital energy: -9.211 eV



A 4-piece molecular cluster, CH10NO3 overall at a distorted geometry. Source: OMol25; level of theory: ωB97M-V/def2-TZVPD.

Each line ends with the natural charge from an NBO analysis.
Cartesian coordinates (Å):
C  -0.792  -0.208  1.351  0.1114
N  -0.580  -0.936  0.270  -0.5897
H  -1.682  -0.346  1.992  0.2282
H  0.157  0.197  1.664  0.2521
H  0.167  -0.641  -0.502  0.4857
H  -1.218  -1.703  0.027  0.4250
H  2.746  1.299  2.668  0.4896
H  1.378  1.406  3.274  0.4743
O  1.946  0.755  2.796  -0.9528
H  -2.765  0.441  -2.173  0.4828
H  -1.638  0.808  -3.058  0.4818
O  -1.784  0.592  -2.071  -0.9612
H  1.117  0.177  -2.370  0.5145
H  1.853  -1.180  -2.123  0.5202
O  1.096  -0.661  -1.744  -0.9618

Properties
Kohn-Sham gap: 10.431 eV
total charge: +1
spin multiplicity: 1
lowest unoccupied orbital energy: -4.731 eV



A 2-piece molecular cluster, C9H12N2O3 overall at a distorted geometry. Source: OMol25; level of theory: ωB97M-V/def2-TZVPD.

Each line ends with the natural charge from an NBO analysis.
Cartesian coordinates (Å):
O  30.519  13.191  0.372  -0.3585
N  30.718  13.281  1.587  0.4837
O  31.841  13.204  2.087  -0.3856
C  29.689  13.833  2.475  0.0313
C  29.907  14.169  3.925  -0.0984
C  28.661  14.882  4.685  -0.1994
C  27.375  15.065  3.983  -0.2009
C  27.097  14.401  2.780  -0.1875
C  28.120  13.708  1.900  -0.1793
H  30.664  14.211  4.423  0.1681
H  29.023  15.190  5.779  0.2424
H  26.541  15.610  4.290  0.2210
H  26.142  14.383  2.641  0.1955
H  27.857  13.545  0.757  0.2686
C  33.572  12.368  4.576  -0.3885
N  34.755  11.648  5.050  -0.4557
C  35.894  12.581  5.063  -0.4141
C  34.835  10.413  5.586  0.5449
O  35.881  9.904  5.839  -0.5965
H  32.600  12.420  5.464  0.1538
H  33.102  11.890  3.711  0.2246
H  33.789  13.415  4.471  0.2161
H  36.275  13.025  4.055  0.1929
H  36.636  12.261  5.682  0.2254
H  35.736  13.496  5.458  0.1892
H  33.801  10.006  5.742  0.1070

Properties
SMILES: O=[N+]([O-])c1ccccc1.CN(C)C=O
Kohn-Sham gap: 7.821 eV
spin multiplicity: 1
lowest unoccupied orbital energy: -1.320 eV



C44H35BrF5GeN3O2RuS as an isolated structure at a distorted geometry. Source: OMol25; level of theory: ωB97M-V/def2-TZVPD.

Each line ends with the Mulliken spin population.
Cartesian coordinates (Å):
Ru  0.510  -0.367  0.151  1.1454
O  -1.864  -3.522  -3.621  0.0003
C  -2.767  -2.559  -3.949  0.0000
C  -3.785  -2.898  -4.832  -0.0001
C  -4.727  -1.953  -5.204  0.0000
C  -4.659  -0.666  -4.692  0.0000
C  -3.637  -0.333  -3.814  -0.0009
C  -2.679  -1.262  -3.430  -0.0050
C  -1.514  -0.894  -2.534  0.0050
O  -1.316  -1.999  -1.634  0.0383
N  -1.733  0.328  -1.867  0.0013
N  -0.622  0.854  -1.179  -0.0504
C  -1.046  1.992  -0.496  -0.0089
C  -0.276  2.864  0.111  -0.0281
Br  1.816  0.666  2.025  0.0494
C  0.502  3.714  0.725  0.0113
C  0.993  4.967  0.123  -0.0047
C  0.685  5.326  -1.191  -0.0001
C  1.154  6.511  -1.729  -0.0007
C  1.941  7.367  -0.966  0.0012
C  2.251  7.022  0.342  -0.0005
C  1.780  5.834  0.880  0.0007
H  -1.500  -3.258  -2.752  -0.0016
H  -3.820  -3.913  -5.205  0.0000
H  -5.518  -2.227  -5.891  0.0000
H  -5.392  0.078  -4.975  0.0000
H  -3.554  0.679  -3.442  -0.0006
H  -0.598  -0.784  -3.134  0.0013
H  -2.559  0.265  -1.276  0.0025
H  -2.124  2.138  -0.401  -0.0016
H  0.865  3.474  1.723  0.0015
H  0.070  4.659  -1.784  0.0006
H  0.907  6.771  -2.751  0.0000
H  2.309  8.294  -1.389  0.0001
H  2.862  7.681  0.947  0.0000
H  2.027  5.565  1.900  0.0001
S  4.898  -1.104  -1.235  0.0002
C  3.232  -1.376  -0.902  0.0007
N  2.440  -0.348  -0.981  -0.0269
C  3.156  0.780  -1.381  -0.0140
C  2.612  2.036  -1.646  0.0279
C  3.463  3.048  -2.036  0.0003
C  4.840  2.829  -2.166  0.0000
C  5.387  1.584  -1.931  0.0000
C  4.527  0.559  -1.546  -0.0010
H  2.891  -2.375  -0.677  -0.0055
H  1.547  2.184  -1.547  -0.0069
H  3.061  4.032  -2.236  0.0000
H  5.482  3.646  -2.467  0.0000
H  6.449  1.408  -2.041  0.0000
F  -1.385  0.676  2.127  -0.0020
C  -1.196  -0.466  1.368  -0.0534
F  -2.414  -0.600  0.686  0.0013
C  -1.302  -1.608  2.400  -0.0043
F  -0.183  -1.764  3.113  -0.0010
F  -1.552  -2.782  1.773  0.0034
F  -2.306  -1.428  3.279  -0.0004
C  -0.014  -1.964  -1.049  0.0047
Ge  0.332  -3.752  -0.254  -0.1175
C  1.827  -4.492  -1.324  0.0038
C  3.005  -4.960  -0.746  0.0001
C  4.064  -5.403  -1.530  0.0002
C  3.956  -5.393  -2.912  0.0001
C  2.782  -4.947  -3.505  -0.0003
C  1.732  -4.502  -2.717  -0.0027
C  0.937  -3.904  1.603  0.0107
C  1.927  -3.080  2.137  0.0133
C  2.371  -3.241  3.440  0.0083
C  1.833  -4.241  4.236  -0.0002
C  0.841  -5.065  3.724  0.0011
C  0.397  -4.894  2.421  -0.0023
C  -1.161  -4.993  -0.513  0.0123
C  -2.496  -4.595  -0.553  0.0022
C  -3.506  -5.529  -0.736  -0.0004
C  -3.199  -6.874  -0.875  0.0000
C  -1.874  -7.286  -0.831  0.0001
C  -0.866  -6.350  -0.655  0.0018
H  0.689  -1.924  -1.900  0.0028
H  3.102  -4.976  0.334  0.0000
H  4.973  -5.756  -1.058  0.0001
H  4.781  -5.732  -3.526  0.0000
H  2.686  -4.941  -4.584  0.0000
H  0.824  -4.158  -3.204  0.0001
H  2.328  -2.251  1.563  -0.0125
H  3.118  -2.566  3.837  -0.0004
H  2.174  -4.367  5.256  -0.0001
H  0.399  -5.834  4.347  -0.0001
H  -0.397  -5.530  2.045  -0.0001
H  -2.748  -3.549  -0.436  0.0006
H  -4.537  -5.201  -0.775  0.0000
H  -3.989  -7.600  -1.021  0.0000
H  -1.626  -8.335  -0.937  0.0001
H  0.167  -6.680  -0.638  0.0002

Properties
Kohn-Sham gap (alpha / beta): 6.790 / 6.745 eV
total charge: -1
spin multiplicity: 2
⟨S²⟩: 0.769
lowest unoccupied orbital energy (alpha / beta): 2.241 / 2.242 eV



For reference, DFT total energy by record: -436.88279; -874.20279; -381.39439; -324.28048; -685.03064; -7655.81750 a.u..
For reference, ΔE to the lowest compared entry with this formula, charge and spin by record: 684.2; 69.6; 707.8; 100.5; 990.9; 0.0 kJ/mol.